ORCA calculation (the ωB97M-V functional and the def2-TZVPD basis) on C18H22N2O3 in the gas phase.

CARTESIAN COORDINATES (ANGSTROEM)
1 C -4.84 -1.93 -0.06
2 C -3.37 -2.30 0.19
3 C -3.14 -3.79 -0.02
4 C -2.51 -1.50 -0.75
5 O -2.04 -1.92 -1.78
6 N -2.27 -0.17 -0.43
7 C -2.51 0.54 0.72
8 O -3.26 0.21 1.59
9 C -1.81 1.91 0.72
10 C -2.45 2.91 -0.23
11 C -1.29 3.86 -0.54
12 C -0.08 2.93 -0.62
13 N -0.43 1.82 0.26
14 C 0.34 0.80 0.71
15 O -0.14 -0.04 1.45
16 C 1.74 0.76 0.24
17 C 2.55 -0.21 0.67
18 C 3.94 -0.42 0.33
19 C 4.64 0.40 -0.56
20 C 5.96 0.16 -0.85
21 C 6.62 -0.92 -0.27
22 C 5.94 -1.75 0.61
23 C 4.62 -1.50 0.90
24 H -5.48 -2.54 0.57
25 H -5.02 -0.88 0.18
26 H -5.10 -2.10 -1.10
27 H -3.11 -2.02 1.22
28 H -3.77 -4.37 0.64
29 H -2.10 -4.04 0.18
30 H -3.36 -4.06 -1.05
31 H -1.63 0.26 -1.10
32 H -1.84 2.27 1.76
33 H -2.79 2.41 -1.14
34 H -3.30 3.42 0.22
35 H -1.17 4.57 0.27
36 H -1.44 4.41 -1.47
37 H 0.08 2.57 -1.64
38 H 0.83 3.43 -0.28
39 H 2.06 1.52 -0.45
40 H 2.12 -0.93 1.36
41 H 4.14 1.24 -1.02
42 H 6.49 0.80 -1.54
43 H 7.66 -1.11 -0.50
44 H 6.45 -2.58 1.06
45 H 4.09 -2.15 1.59

Calculated values
Molecular weight in g/mol: 314.385
Calculated total energy in a.u.: -1034.38163
ΔE to the lowest compared entry with this formula, charge and spin in kcal/mol: 12.1
SMILES: CC(C)C(=O)NC(=O)[C@@H]1CCCN1C(=O)/C=C/c1ccccc1
2S+1: 1
LUMO energy in eV: -0.175
Gap between HOMO and LUMO in eV: 8.740

=====

ORCA calculation (the ωB97M-V functional and the def2-TZVPD basis) on C18H22N2O3S in the gas phase.

CARTESIAN COORDINATES (ANGSTROEM)
1 C -2.68 -1.34 2.41
2 C -2.59 -0.05 1.61
3 N -2.87 -0.29 0.21
4 C -4.00 0.37 -0.41
5 C -5.32 -0.22 0.06
6 S -1.55 -0.60 -0.74
7 O -0.74 -1.57 -0.06
8 O -2.01 -0.89 -2.06
9 C -0.63 0.94 -0.78
10 C -1.05 1.97 -1.60
11 C -0.35 3.17 -1.60
12 C 0.77 3.31 -0.79
13 C 1.21 2.26 0.00
14 C 2.42 2.43 0.87
15 O 2.59 3.43 1.54
16 N 3.29 1.39 0.89
17 C 3.29 0.25 0.07
18 C 3.06 0.34 -1.30
19 C 3.03 -0.81 -2.06
20 C 3.24 -2.05 -1.48
21 C 3.50 -2.15 -0.12
22 C 3.71 -3.49 0.52
23 C 3.53 -0.99 0.65
24 C 0.48 1.07 0.03
25 H -3.68 -1.76 2.34
26 H -2.45 -1.15 3.46
27 H -1.97 -2.05 2.01
28 H -3.30 0.70 1.99
29 H -1.58 0.37 1.70
30 H -3.89 0.21 -1.48
31 H -3.98 1.45 -0.20
32 H -5.47 -0.06 1.13
33 H -5.34 -1.29 -0.13
34 H -6.15 0.25 -0.47
35 H -1.90 1.82 -2.24
36 H -0.67 3.99 -2.22
37 H 1.32 4.24 -0.78
38 H 4.01 1.46 1.60
39 H 2.91 1.31 -1.75
40 H 2.84 -0.74 -3.12
41 H 3.21 -2.94 -2.08
42 H 4.24 -3.40 1.46
43 H 4.27 -4.15 -0.14
44 H 2.74 -3.95 0.71
45 H 3.73 -1.05 1.71
46 H 0.77 0.24 0.64

Calculated values
Molecular weight in g/mol: 346.452
Calculated total energy in a.u.: -1432.53810
ΔE to the lowest compared entry with this formula, charge and spin in kcal/mol: 28.9
SMILES: CCN(CC)S(=O)(=O)c1cccc(C(=O)Nc2cccc(C)c2)c1
2S+1: 1
LUMO energy in eV: 0.383
Gap between HOMO and LUMO in eV: 9.085

=====

Q: Which of these has the lowest ΔE to the lowest compared entry with this formula, charge and spin?
A: C18H22N2O3

=====

Q: Which formula does entry 2 have?
A: C18H22N2O3S

=====

Q: Number 2 is which compound?
A: C18H22N2O3S